ORCA calculation (ωB97M-V/def2-TZVPD) on a 10-piece molecular cluster, C45H59N10O3S2 overall in a non-equilibrium geometry.

Positions of all 119 atoms, in Å:
O1 3.0321 -4.0456 1.5931
C1 3.2947 -2.8213 1.3238
O2 3.9520 -2.0431 2.2436
C2 2.8216 -2.2721 -0.0981
C3 2.9360 -0.6755 -0.2131
C4 1.4582 -0.0589 -0.2356
S1 0.6794 0.0188 1.4813
C5 -1.1140 0.1461 1.0877
S2 -1.6331 1.6609 0.5003
N1 -2.1288 -0.8693 1.2529
C6 -3.3480 -0.6390 0.4276
C7 -4.1913 -2.0158 0.4499
O3 -3.5130 -2.9306 -0.4373
C8 -2.1216 -3.1168 -0.0806
C9 -1.6556 -2.2667 1.2200
H1 3.4627 -2.7074 -0.9529
H2 1.7439 -2.6270 -0.3031
H3 3.3967 -0.4215 -1.2415
H4 3.5783 -0.1880 0.5893
H5 0.7956 -0.7534 -0.8764
H6 1.4076 0.9868 -0.7165
H7 -3.1274 -0.4380 -0.6810
H8 -4.0199 0.1689 0.8929
H9 -4.4028 -2.4178 1.4935
H10 -5.2012 -1.7651 -0.0439
H11 -2.0214 -4.2223 0.2429
H12 -1.3966 -3.0079 -0.9676
H13 -2.1471 -2.8103 2.1133
H14 -0.5404 -2.4400 1.3279
N2 -1.8630 -0.1343 -5.5272
C10 -2.8997 -0.9869 -5.2524
C11 -3.0075 -1.0970 -3.8875
C12 -2.0028 -0.2759 -3.3176
C13 -1.3142 0.3074 -4.3526
H15 -1.5533 0.1273 -6.4484
H16 -3.4679 -1.4416 -6.0500
H17 -3.7300 -1.7005 -3.3574
H18 -1.8059 -0.1278 -2.2659
H19 -0.4828 0.9957 -4.3547
N3 -5.8244 -0.8792 -7.5032
C14 -6.2101 -0.9545 -8.8153
C15 -6.8634 -2.1490 -8.9976
C16 -6.8778 -2.8169 -7.7482
C17 -6.2322 -2.0089 -6.8444
H20 -5.3202 -0.1126 -7.0872
H21 -5.9855 -0.1544 -9.5044
H22 -7.2853 -2.5023 -9.9271
H23 -7.3128 -3.7817 -7.5336
H24 -6.0272 -2.1402 -5.7927
N4 6.7366 0.1993 4.0668
C18 5.7006 -0.6449 4.3679
C19 5.6139 -0.7355 5.7365
C20 6.6320 0.0893 6.2804
C21 7.3069 0.6556 5.2259
H25 7.0323 0.4464 3.1367
H26 5.1172 -1.1084 3.5825
H27 4.8971 -1.3282 6.2848
H28 6.8461 0.2502 7.3277
H29 8.1420 1.3406 5.2000
N5 11.3290 -1.8567 4.4697
C22 10.3463 -1.1673 5.1276
C23 10.9503 -0.2243 5.9225
C24 12.3498 -0.3454 5.7326
C25 12.5536 -1.3590 4.8286
H30 11.1752 -2.6118 3.8220
H31 9.3048 -1.4077 4.9749
H32 10.4413 0.4760 6.5682
H33 13.1221 0.2440 6.2045
H34 13.4612 -1.7686 4.4120
N6 -9.9388 -1.5160 -10.8359
C26 -10.3240 -1.5894 -12.1482
C27 -10.9777 -2.7833 -12.3316
C28 -10.9923 -3.4521 -11.0821
C29 -10.3466 -2.6444 -10.1782
H35 -9.4345 -0.7504 -10.4189
H36 -10.0989 -0.7889 -12.8363
H37 -11.3997 -3.1358 -13.2614
H38 -11.4276 -4.4170 -10.8676
H39 -10.1414 -2.7758 -9.1266
N7 7.5438 2.9136 8.0157
C30 6.5595 3.5989 8.6707
C31 7.1580 4.5441 9.4677
C32 8.5578 4.4273 9.2816
C33 8.7657 3.4142 8.3773
H40 7.3917 2.1569 7.3659
H41 5.5194 3.3548 8.5146
H42 6.6455 5.2428 10.1119
H43 9.3274 5.0188 9.7554
H44 9.6752 3.0070 7.9623
N8 3.7246 3.3699 5.3826
C34 2.6436 3.3674 6.2219
C35 2.2855 4.6727 6.4569
C36 3.1806 5.4934 5.7272
C37 4.0555 4.6619 5.0718
H45 4.2022 2.5482 5.0450
H46 2.2243 2.4395 6.5798
H47 1.4690 5.0002 7.0834
H48 3.1841 6.5726 5.6854
H49 4.8836 4.8774 4.4140
N9 4.8761 6.7224 11.9583
C38 3.8877 7.4073 12.6124
C39 4.4841 8.3530 13.4100
C40 5.8844 8.2379 13.2256
C41 6.0962 7.2254 12.3222
H50 4.7286 5.9664 11.3093
H51 2.8484 7.1624 12.4555
H52 3.9697 9.0510 14.0538
H53 6.6522 8.8305 13.7006
H54 7.0071 6.8198 11.9089
N10 -12.8535 -6.2746 -15.0290
C42 -13.7524 -5.9313 -16.0031
C43 -14.6237 -5.0129 -15.4706
C44 -14.2324 -4.7896 -14.1269
C45 -13.1359 -5.5794 -13.8836
H55 -12.1014 -6.9347 -15.1379
H56 -13.6954 -6.3699 -16.9877
H57 -15.4502 -4.5519 -15.9907
H58 -14.7007 -4.1243 -13.4168
H59 -12.5345 -5.7075 -12.9965

Computed properties:
total charge = -1
HOMO = -4.875 eV
gap between HOMO and LUMO = 6.54 eV

Atom charges from the Mulliken analysis, given in e for atoms 1 to 8: number 1, O, carries -0.73; number 2, C, carries 0.34; number 3, O, carries -0.66; number 4, C, carries -0.31; number 5, C, carries -0.43; number 6, C, carries -0.47; number 7, S, carries -0.06; number 8, C, carries 0.04

ORCA calculation (ωB97M-V/def2-TZVPD) on C45H60BN13O4S4SiTi as an isolated structure in a non-equilibrium geometry.

Positions of all 129 atoms, in Å:
Ti1 0.6166 -0.0139 0.6390
C1 -2.7933 -0.9006 3.1477
C2 -3.1436 0.5656 3.4185
C3 -2.8612 0.9047 4.8848
C4 -2.4796 1.5671 2.5075
C5 -3.1402 2.5471 1.7406
C6 -2.1265 3.2588 1.1365
N1 -0.9599 2.7188 1.5235
N2 -1.1640 1.6771 2.3635
B1 0.4400 3.1783 1.0827
N3 0.8568 2.7059 -0.3469
C7 0.6950 3.3855 -1.4830
C8 1.5496 2.8636 -2.4342
C9 2.2150 1.8171 -1.7825
N4 1.7676 1.7089 -0.5270
C10 3.3359 0.9544 -2.2986
C11 4.5108 0.9691 -1.3219
C12 3.7739 1.3953 -3.6917
N5 1.4923 2.6321 2.0516
C13 2.3685 3.3530 2.7590
C14 3.2455 2.4892 3.3759
C15 2.8288 1.2088 2.9737
N6 1.7714 1.3115 2.1671
C16 3.4384 -0.0950 3.4020
C17 3.4792 -0.1921 4.9285
C18 4.8456 -0.2496 2.8222
H1 -3.5556 -1.5574 3.5751
H2 -1.8449 -1.1547 3.6175
H3 -2.6994 -1.1265 2.0894
H4 -4.2178 0.6995 3.2448
H5 -1.7894 0.8307 5.0779
H6 -3.3744 0.2024 5.5476
H7 -3.1849 1.9190 5.1297
H8 -4.2028 2.7044 1.6512
H9 -2.1536 4.0860 0.4456
H10 0.4734 4.3861 1.0919
H11 -0.0134 4.1947 -1.5463
H12 1.6750 3.1987 -3.4489
H13 2.9755 -0.0692 -2.3864
H14 4.8932 1.9878 -1.2022
H15 5.3199 0.3346 -1.6934
H16 4.2038 0.5956 -0.3472
H17 4.1005 2.4393 -3.6886
H18 2.9646 1.2910 -4.4170
H19 4.6086 0.7779 -4.0296
H20 2.2966 4.4276 2.7706
H21 4.0652 2.7370 4.0284
H22 2.8093 -0.8994 3.0212
H23 4.1385 0.5729 5.3488
H24 3.8575 -1.1707 5.2313
H25 2.4864 -0.0652 5.3594
H26 5.4895 0.5694 3.1566
H27 4.8206 -0.2502 1.7336
H28 5.2901 -1.1913 3.1524
C19 5.2092 -3.6887 -1.4352
Si1 3.4290 -4.2692 -1.6355
C20 2.8836 -5.2325 -0.1334
C21 3.3372 -5.4057 -3.1348
C22 2.3203 -2.8028 -1.9958
C23 1.8020 -2.5589 -3.2579
C24 0.9270 -1.5006 -3.4935
C25 0.4930 -0.7694 -2.4132
N7 0.9898 -0.9788 -1.1865
C26 1.9465 -1.8986 -0.9816
S1 2.6849 -1.7408 0.5699
H29 5.8744 -4.5254 -1.2023
H30 5.2712 -2.9628 -0.6220
H31 5.5689 -3.2085 -2.3492
H32 3.3041 -6.2420 -0.1812
H33 1.7947 -5.3198 -0.0989
H34 3.2093 -4.7550 0.7905
H35 3.9042 -6.3211 -2.9464
H36 3.7427 -4.9428 -4.0379
H37 2.2991 -5.6852 -3.3301
H38 2.0688 -3.2122 -4.0818
H39 0.5173 -1.3025 -4.4737
H40 -0.2374 0.0235 -2.5056
C27 -4.5251 -2.1099 -7.2598
C28 -4.9033 -2.1568 -5.8245
C29 -6.1208 -1.8278 -5.2774
C30 -6.3031 -1.9026 -3.9013
N8 -5.2659 -2.2237 -3.0358
C31 -4.0977 -2.5549 -3.5411
S2 -2.7107 -2.9734 -2.6297
N9 -3.9295 -2.6008 -4.9283
C32 -7.6020 -1.5445 -3.2474
H41 -5.3924 -1.8597 -7.8720
H42 -4.1316 -3.0755 -7.6069
H43 -3.7449 -1.3624 -7.4605
H44 -6.9305 -1.5119 -5.9265
H45 -2.9895 -2.7942 -5.2290
H46 -8.4406 -1.6392 -3.9422
H47 -7.6075 -0.5156 -2.8643
H48 -7.7805 -2.2003 -2.3913
O1 -1.2260 -0.0799 0.0661
C33 -2.0401 0.4927 -0.7445
C34 -3.4688 0.0382 -0.8673
C35 -4.0512 1.1052 -1.7796
C36 -2.8329 1.9380 -2.1742
O2 -2.8627 2.8932 -2.9254
N10 -1.6931 1.4870 -1.5223
H49 -3.9471 -0.0478 0.1062
H50 -3.4586 -0.9498 -1.3410
H51 -4.7524 1.7689 -1.2674
H52 -4.5366 0.7020 -2.6658
N11 -6.6913 -3.6980 2.7871
C37 -5.3577 -3.9303 2.3957
C38 -4.4539 -4.5131 3.2753
C39 -3.1470 -4.7492 2.8752
C40 -2.7274 -4.4078 1.5968
C41 -3.6356 -3.8450 0.6980
C42 -4.9385 -3.6173 1.1048
S3 -1.0115 -4.6424 1.1849
O3 -0.9170 -5.1959 -0.1350
O4 -0.4637 -5.4256 2.2814
N12 -0.3993 -3.1615 1.1644
C43 -0.1664 -2.5436 2.3043
S4 -0.2528 -3.2451 3.9308
C44 0.0375 -1.6822 4.6193
C45 0.2275 -0.7720 3.6516
N13 0.1615 -1.2425 2.3549
H53 -6.7849 -3.5104 3.7741
H54 -7.1328 -2.9686 2.2471
H55 -4.7707 -4.7757 4.2795
H56 -2.4364 -5.1974 3.5557
H57 -3.3821 -3.5689 -0.3267
H58 -5.6368 -3.1759 0.4006
H59 0.0307 -1.5131 5.6835
H60 0.3821 0.2826 3.8048

Computed properties:
total charge = -2
HOMO (spin up / spin down) = -0.166 / -2.196 eV
gap between HOMO and LUMO (spin up / spin down) = 4.03 / 6.06 eV
⟨S²⟩ = 2.022
relative energy (zero: lowest compared OMol25 entry of this formula, charge and spin) = 0.105 eV
spin multiplicity = 3

Atom charges from the Mulliken analysis, given in e for atoms 1 to 8: number 1, Ti, carries -0.64; number 2, C, carries -0.07; number 3, C, carries 0.64; number 4, C, carries -1.55; number 5, C, carries 0.44; number 6, C, carries -1.17; number 7, C, carries -0.57; number 8, N, carries 0.78